Entry 1:
{
  "formula": "C28H33F6O22P",
  "method": "ωB97M-V/def2-TZVPD",
  "gap_ev": 7.6943,
  "e_homo_ev": -8.8,
  "total_energy_ev": -100209.8097,
  "smiles": "COCCCC1=C(P(C)C)C(=O)OC1=O.O=C1OC[C@@H](F)O1.O=C1OC[C@@H](F)O1.O=C1OC[C@@H](F)O1.O=C1OC[C@@H](F)O1.O=C1OC[C@@H](F)O1.O=C1OC[C@@H](F)O1",
  "lumo_ev": -1.13,
  "species": ["P", "F", "F", "F", "F", "F", "F", "O", "O", "O", "O", "O", "O", "O", "O", "O", "O", "O", "O", "O", "O", "O", "O", "O", "O", "O", "O", "O", "O", "C", "C", "C", "C", "C", "C", "C", "C", "C", "C", "C", "C", "C", "C", "C", "C", "C", "C", "C", "C", "C", "C", "C", "C", "C", "C", "C", "C", "H", "H", "H", "H", "H", "H", "H", "H", "H", "H", "H", "H", "H", "H", "H", "H", "H", "H", "H", "H", "H", "H", "H", "H", "H", "H", "H", "H", "H", "H", "H", "H", "H"],
  "coordinates": [[-0.406, 2.696, 1.335], [11.451, -3.097, 1.746], [1.567, -1.298, -3.974], [6.313, 1.382, -1.960], [-1.246, 3.426, 8.519], [-6.826, 0.686, -1.421], [-8.964, -4.770, 0.017], [0.725, -0.112, -0.005], [-6.591, -7.078, -0.933], [8.578, -1.793, 3.125], [9.399, -2.374, 1.141], [-9.396, -2.791, -2.434], [-2.233, 5.395, 4.665], [-7.188, -2.692, -1.998], [6.001, -1.331, -3.801], [-1.350, -0.972, 0.240], [-8.433, -0.864, -1.746], [-1.928, 4.719, 6.798], [-6.183, -8.071, 1.049], [10.689, 1.980, -1.554], [-7.534, -6.266, 0.914], [9.415, 0.191, -1.056], [-1.976, 3.212, 5.164], [-2.075, 2.959, -3.605], [8.496, 1.933, -2.091], [3.795, -1.586, -4.210], [7.224, -1.827, 1.321], [-3.398, -1.021, -0.681], [4.485, -1.059, -2.164], [3.057, -0.977, -2.135], [9.925, -2.218, 3.354], [-6.714, -7.232, 0.406], [-2.481, -0.369, -0.296], [-7.198, -0.583, -1.120], [10.526, -2.136, 1.963], [-2.533, 1.740, -3.050], [-1.612, 2.501, 6.349], [-1.596, 4.053, 1.593], [7.552, 0.878, -2.187], [-1.161, 1.334, 0.466], [-3.723, 1.916, -2.104], [-2.054, 3.462, 7.437], [2.677, -1.777, -3.364], [9.642, 1.425, -1.564], [-8.442, -2.179, -2.098], [-2.335, 1.106, -0.157], [-1.159, 3.637, -2.779], [4.874, -1.321, -3.427], [-7.500, -6.059, -1.362], [-0.411, 0.052, 0.295], [-6.275, -1.622, -1.724], [8.004, -0.066, -1.096], [-3.406, 2.041, -0.596], [8.287, -1.988, 1.820], [1.016, 3.283, 0.334], [-7.715, -5.280, -0.082], [-2.059, 4.531, 5.459], [-0.902, 4.572, -3.272], [-6.998, -4.473, 0.083], [9.926, -3.250, 3.706], [-1.433, 4.453, 2.592], [-2.633, 3.749, 1.476], [7.578, 0.456, -3.190], [-1.685, 1.226, -2.575], [2.667, -1.375, -1.204], [2.750, 0.064, -2.247], [10.956, -1.168, 1.701], [-3.087, 3.335, 7.767], [10.403, -1.572, 4.084], [-5.484, -1.948, -1.059], [-0.530, 2.367, 6.376], [2.544, -2.846, -3.190], [7.561, 0.204, -0.138], [-0.245, 3.046, -2.635], [-1.580, 3.867, -1.791], [-4.330, 1.858, -0.041], [-4.448, 1.120, -2.265], [-2.108, 1.536, 6.377], [-8.436, -6.514, -1.688], [-5.844, -1.261, -2.659], [0.747, 4.185, -0.219], [-2.832, 1.120, -3.895], [-3.082, 3.058, -0.398], [1.273, 2.514, -0.393], [-7.068, -5.472, -2.166], [-4.220, 2.839, -2.408], [-7.323, -0.658, -0.038], [-1.395, 4.868, 0.891], [7.807, -1.111, -1.307], [1.854, 3.483, 0.995]],
  "forces_ev_per_angstrom": [[0.53, -0.56, 1.49], [-0.04, -0.08, 0.01], [0.02, 0.08, -0.03], [0.01, 0.07, 0.06], [0.08, 0.03, -0.03], [0.00, 0.01, -0.08], [-0.04, -0.04, 0.03], [0.43, -0.14, 0.58], [0.00, -0.01, 0.00], [-0.02, -0.01, -0.01], [0.00, 0.17, -0.06], [0.04, 0.03, -0.05], [0.10, -0.13, 0.11], [0.02, -0.01, 0.03], [-0.01, 0.04, -0.01], [0.17, -0.02, -0.77], [-0.08, -0.08, 0.19], [-0.23, 0.01, -0.01], [-0.05, 0.00, -0.02], [-0.04, 0.00, 0.05], [0.23, 0.06, 0.02], [0.01, -0.02, 0.05], [-0.02, 0.01, -0.08], [0.02, 0.02, 0.06], [0.14, -0.11, -0.16], [0.07, -0.21, 0.03], [-0.05, -0.09, 0.15], [-0.30, -0.03, -0.28], [0.02, -0.05, -0.01], [-0.10, 0.01, 0.09], [0.06, -0.01, 0.05], [-0.06, -0.07, -0.02], [0.07, -0.07, 0.88], [0.00, -0.02, -0.06], [-0.05, 0.01, 0.02], [0.06, -0.06, -0.14], [0.05, -0.06, 0.03], [0.29, 0.50, -0.74], [0.02, 0.07, -0.01], [-0.09, 0.30, -1.18], [-0.03, 0.14, 0.00], [0.04, 0.01, -0.06], [0.03, 0.06, 0.02], [-0.01, 0.05, 0.08], [0.00, -0.02, -0.14], [-0.17, -0.06, 0.61], [0.03, -0.01, 0.05], [0.02, 0.11, 0.03], [-0.05, 0.03, -0.07], [-0.36, 0.18, -0.26], [0.05, -0.02, 0.06], [-0.08, -0.04, -0.03], [0.01, 0.01, -0.35], [0.02, -0.05, -0.08], [-0.53, 0.14, -0.44], [-0.05, -0.01, 0.02], [0.05, 0.09, -0.04], [0.01, 0.00, -0.01], [-0.06, 0.06, -0.03], [0.06, -0.01, -0.03], [-0.15, -0.13, 0.01], [0.01, -0.08, 0.22], [-0.11, 0.01, -0.01], [-0.08, -0.03, 0.05], [0.12, -0.04, 0.03], [-0.05, -0.02, -0.04], [0.09, -0.04, -0.01], [0.03, -0.03, 0.09], [-0.09, 0.09, -0.02], [-0.06, -0.12, 0.00], [0.00, 0.01, 0.07], [-0.10, 0.01, -0.03], [-0.10, 0.03, -0.05], [-0.01, 0.00, 0.00], [0.00, 0.02, -0.02], [0.05, 0.04, 0.07], [0.13, -0.12, 0.06], [-0.09, 0.04, -0.08], [-0.03, 0.05, 0.02], [-0.01, 0.08, 0.02], [0.08, 0.03, 0.02], [-0.06, 0.06, -0.06], [-0.03, 0.01, 0.12], [0.17, -0.04, 0.12], [0.11, -0.04, 0.03], [-0.09, -0.05, -0.04], [0.05, 0.09, 0.01], [-0.17, -0.02, -0.05], [0.14, -0.02, -0.04], [0.05, 0.00, -0.05]],
  "lowdin_charge": [0.963, 0.081, 0.076, 0.074, 0.082, 0.071, 0.081, 0.158, 0.073, 0.077, 0.130, 0.189, 0.172, 0.045, 0.172, 0.139, 0.140, 0.138, 0.184, 0.174, 0.132, 0.066, 0.056, -0.174, 0.134, 0.140, 0.171, 0.168, 0.069, -0.047, -0.045, -0.549, -0.381, -0.306, -0.309, -0.210, -0.045, -0.267, -0.311, -0.260, -0.136, -0.313, -0.307, -0.555, -0.548, -0.140, -0.102, -0.545, -0.046, -0.433, -0.049, -0.053, -0.123, -0.551, -0.260, -0.327, -0.548, 0.094, 0.163, 0.145, 0.006, 0.036, 0.157, 0.118, 0.128, 0.143, 0.176, 0.173, 0.140, 0.113, 0.146, 0.174, 0.135, 0.088, 0.074, 0.129, 0.089, 0.140, 0.149, 0.147, 0.035, 0.127, 0.083, 0.027, 0.133, 0.127, 0.175, 0.044, 0.138, 0.033]
}



Entry 2:
{
  "formula": "C28H33FN8O4SSr",
  "method": "ωB97M-V/def2-TZVPD",
  "gap_ev": 9.1063,
  "e_homo_ev": -9.1,
  "total_energy_ev": -64072.0298,
  "lumo_ev": 0.02,
  "species": ["Sr", "S", "F", "O", "O", "O", "O", "N", "N", "N", "N", "N", "N", "N", "N", "C", "C", "C", "C", "C", "C", "C", "C", "C", "C", "C", "C", "C", "C", "C", "C", "C", "C", "C", "C", "C", "C", "C", "C", "C", "C", "C", "C", "H", "H", "H", "H", "H", "H", "H", "H", "H", "H", "H", "H", "H", "H", "H", "H", "H", "H", "H", "H", "H", "H", "H", "H", "H", "H", "H", "H", "H", "H", "H", "H", "H"],
  "coordinates": [[-0.861, 0.509, 0.546], [3.449, -3.104, -1.871], [-1.934, 0.567, -1.435], [0.351, -5.128, 3.148], [1.488, -5.770, 1.427], [2.517, -2.117, -2.382], [4.072, -3.995, -2.820], [-1.184, 3.274, 0.442], [-1.388, -2.464, 0.545], [0.862, 1.742, -1.082], [0.655, -5.061, 1.973], [0.197, -3.852, -0.156], [2.283, -1.602, 1.448], [-3.613, 0.172, 0.978], [0.214, 2.107, 2.577], [0.133, 3.441, 2.524], [1.202, -4.455, -1.032], [0.164, 2.752, -1.612], [-5.434, 1.414, 0.060], [4.699, -2.255, -0.938], [1.352, 0.811, -1.899], [-5.446, -0.963, -0.056], [2.623, -4.062, -0.616], [-4.224, -0.950, 0.593], [-0.765, -2.293, -1.866], [5.501, -1.338, -1.850], [2.034, 2.306, 4.117], [-0.994, -3.231, 1.595], [0.457, 1.894, -3.815], [-0.059, 2.867, -2.971], [-3.476, 2.575, 1.140], [-2.598, 3.213, 0.033], [1.951, 3.685, 4.057], [-4.212, 1.336, 0.712], [1.182, 0.847, -3.274], [1.149, 1.559, 3.356], [1.300, -1.018, 1.235], [0.988, 4.262, 3.245], [-0.969, 4.031, 1.673], [-6.061, 0.245, -0.332], [-0.314, 3.791, -0.625], [-0.023, -4.088, 1.187], [-0.655, -2.857, -0.495], [-1.224, -3.021, -2.540], [2.776, 1.807, 4.724], [-2.972, 4.216, -0.216], [0.900, 5.337, 3.162], [4.168, -1.718, -0.150], [0.582, 4.193, -0.145], [2.597, -3.420, 0.267], [-0.743, 5.084, 1.462], [0.285, 1.951, -4.882], [3.248, -4.930, -0.418], [-0.803, 4.621, -1.153], [0.975, -4.107, -2.037], [1.889, -0.008, -1.432], [2.632, 4.305, 4.626], [1.598, 0.057, -3.883], [-1.385, -1.393, -1.841], [-3.690, -1.868, 0.795], [4.859, -0.579, -2.295], [-1.883, 4.035, 2.267], [1.208, 0.477, 3.345], [-5.880, 2.381, -0.134], [1.087, -5.533, -1.007], [5.319, -3.032, -0.487], [-5.894, -1.904, -0.343], [5.981, -1.902, -2.650], [-1.410, -3.142, 2.584], [-0.640, 3.693, -3.359], [-2.845, 2.293, 1.986], [6.274, -0.836, -1.269], [0.219, -2.038, -2.261], [-2.637, 2.597, -0.870], [-7.014, 0.278, -0.844], [-4.188, 3.308, 1.520]],
  "forces_ev_per_angstrom": [[-0.11, -0.47, 0.18], [-0.01, 0.03, 0.00], [0.06, 0.10, 0.06], [-0.01, 0.00, 0.00], [0.00, 0.00, -0.01], [0.00, -0.01, 0.01], [0.00, -0.01, 0.00], [-0.05, -0.06, -0.01], [0.13, 0.05, -0.06], [-0.05, 0.02, -0.02], [0.02, 0.01, -0.01], [-0.03, -0.04, 0.01], [0.00, 0.00, 0.00], [-0.04, 0.06, -0.04], [-0.04, 0.00, 0.01], [0.03, 0.00, -0.02], [0.01, 0.02, 0.00], [-0.02, 0.01, 0.01], [-0.01, 0.00, 0.01], [-0.01, 0.00, 0.00], [0.03, 0.00, 0.01], [0.00, 0.00, 0.00], [-0.01, 0.00, 0.00], [0.01, 0.00, 0.02], [0.01, -0.01, 0.02], [0.00, 0.00, 0.00], [-0.01, -0.01, 0.00], [-0.09, 0.02, 0.03], [0.00, 0.00, 0.00], [0.03, -0.01, 0.00], [0.05, 0.10, -0.02], [0.03, 0.05, -0.04], [0.00, 0.00, 0.00], [0.01, 0.01, -0.01], [0.00, 0.01, 0.00], [0.02, 0.01, -0.01], [0.14, 0.15, -0.05], [0.01, 0.01, -0.01], [0.03, 0.01, -0.01], [0.00, 0.00, 0.00], [0.00, 0.00, 0.01], [-0.02, -0.01, 0.00], [0.01, 0.00, -0.03], [0.00, 0.00, 0.00], [0.00, 0.00, 0.00], [0.00, 0.01, 0.01], [0.00, 0.00, 0.00], [0.00, 0.00, 0.00], [0.00, 0.01, 0.00], [0.01, -0.02, 0.01], [-0.02, 0.01, 0.00], [0.00, 0.00, 0.00], [0.00, 0.00, -0.01], [0.00, 0.00, 0.00], [0.01, -0.01, 0.00], [0.00, 0.00, 0.01], [0.00, 0.00, 0.00], [0.00, 0.00, 0.00], [-0.01, -0.01, -0.01], [0.00, 0.00, 0.00], [0.00, 0.00, 0.00], [0.00, -0.02, 0.01], [0.00, 0.00, 0.00], [0.00, 0.00, 0.00], [-0.01, 0.00, 0.01], [0.00, 0.00, 0.00], [0.00, 0.00, 0.00], [0.00, 0.00, 0.00], [0.01, 0.02, 0.01], [0.00, 0.00, 0.00], [-0.03, -0.02, 0.01], [0.00, 0.00, 0.00], [-0.01, 0.01, 0.00], [-0.01, 0.00, 0.00], [0.00, 0.00, 0.00], [0.00, 0.00, -0.01]],
  "lowdin_charge": [1.319, 0.646, -0.654, 0.089, 0.072, -0.339, -0.313, -0.223, 0.069, 0.026, -0.327, 0.060, -0.064, 0.042, 0.054, -0.261, -0.113, -0.296, -0.016, -0.303, -0.143, -0.051, -0.218, -0.128, 0.008, -0.112, -0.046, -0.057, -0.042, -0.015, -0.125, -0.176, -0.055, -0.306, -0.040, -0.125, -0.334, -0.021, -0.142, -0.055, -0.121, -0.169, -0.339, 0.099, 0.110, 0.126, 0.113, 0.068, 0.133, 0.051, 0.128, 0.111, 0.109, 0.128, 0.114, 0.081, 0.110, 0.107, 0.050, 0.085, 0.072, 0.122, 0.078, 0.117, 0.128, 0.110, 0.105, 0.077, 0.127, 0.114, 0.100, 0.078, 0.058, 0.103, 0.109, 0.120]
}